1.
Computed, not measured: one molecule with the formula C5H12S at a distorted geometry, with the ωB97M-V functional and the def2-TZVPD basis.

Values from the calculation:
SMILES string: CC(C)[C@@H](C)S
Net charge: 0
Energy above the lowest of the compared OMol25 structures with the same formula, charge and spin: 1.0378 eV
Gap between HOMO and LUMO: 9.84 eV
M: 104.22 g mol⁻¹
E_HOMO: -0.331 hartree

Element x y z (Å)
C (1.16, -0.88, -1.37)
C (0.62, -0.21, -0.01)
C (1.57, 0.96, 0.50)
C (-0.97, 0.02, -0.15)
C (-1.57, -0.32, 1.24)
H (1.22, -0.07, -2.12)
H (2.13, -1.36, -1.16)
H (0.57, -1.76, -1.76)
H (0.91, -1.08, 0.59)
H (1.56, 1.02, 1.58)
H (1.29, 1.87, 0.04)
H (2.47, 0.71, 0.10)
H (-1.23, -0.82, -0.88)
H (-1.28, -1.35, 1.58)
H (-1.18, 0.30, 2.00)
H (-2.70, -0.18, 1.16)
H (-2.95, 1.55, -0.48)
S (-1.62, 1.60, -0.86)

natural (NBO) population analysis, charges in e, atoms 1 to 5: number 1, C, carries -0.62; number 2, C, carries -0.20; number 3, C, carries -0.61; number 4, C, carries -0.33; number 5, C, carries -0.61

=====

2.
Computed, not measured: C17H24Cl5N3NaNbO as an isolated structure at a distorted geometry, with the ωB97M-V functional and the def2-TZVPD basis.

Values from the calculation:
Net charge: +2
Energy above the lowest of the compared OMol25 structures with the same formula, charge and spin: 0.0000 eV
Gap between HOMO and LUMO (alpha / beta): 5.62 / 5.61 eV
M: 579.56 g mol⁻¹
E_HOMO (alpha / beta): -0.549 / -0.549 hartree

Element x y z (Å)
N (0.71, 1.76, 0.95)
C (1.35, 2.74, 1.52)
O (1.32, 3.46, 2.57)
Na (-0.04, 2.10, 3.17)
Nb (0.01, 0.18, 0.00)
N (1.89, -0.31, -0.65)
N (-1.30, 0.63, -1.59)
C (3.18, 0.10, -0.05)
C (-2.70, 1.06, -1.44)
C (3.44, 1.56, -0.31)
C (4.33, -0.68, -0.63)
C (3.09, -0.23, 1.44)
C (-3.33, 1.58, -2.73)
C (-3.50, -0.19, -1.01)
C (-2.82, 2.17, -0.36)
H (3.41, 1.80, -1.36)
H (4.40, 1.84, 0.12)
H (2.71, 2.20, 0.16)
H (4.19, -1.76, -0.51)
H (5.23, -0.38, -0.08)
H (4.48, -0.44, -1.68)
H (2.36, 0.40, 1.96)
H (4.06, -0.05, 1.91)
H (2.80, -1.28, 1.58)
H (-2.82, 2.44, -3.13)
H (-4.36, 1.89, -2.52)
H (-3.39, 0.80, -3.49)
H (-3.42, -0.94, -1.81)
H (-4.56, 0.05, -0.85)
H (-3.08, -0.63, -0.09)
H (-2.65, 1.82, 0.68)
H (-3.84, 2.57, -0.42)
H (-2.12, 3.00, -0.58)
C (-0.85, 0.38, -2.94)
H (0.22, 0.47, -2.98)
H (-1.08, -0.63, -3.30)
H (-1.30, 1.07, -3.66)
C (1.97, -1.05, -1.93)
H (2.54, -2.00, -1.86)
H (0.97, -1.36, -2.28)
H (2.40, -0.40, -2.72)
Cl (0.34, -3.03, 0.04)
C (-0.50, -2.58, 1.45)
C (-0.89, -1.21, 1.53)
C (-1.66, -0.88, 2.67)
Cl (-2.23, 0.80, 2.98)
C (-1.93, -1.78, 3.73)
Cl (-2.59, -1.12, 5.18)
C (-1.51, -3.13, 3.64)
Cl (-1.80, -4.21, 4.91)
C (-0.81, -3.51, 2.47)
Cl (-0.31, -5.12, 2.30)

natural (NBO) population analysis, charges in e, atoms 1 to 5: number 1, N, carries -0.90; number 2, C, carries 0.88; number 3, O, carries -0.51; number 4, Na, carries 0.96; number 5, Nb, carries 2.01

=====

3.
Computed, not measured: C32H27CrN9O9S as an isolated structure at a distorted geometry, with the ωB97M-V functional and the def2-TZVPD basis.

Values from the calculation:
Net charge: +1
Energy above the lowest of the compared OMol25 structures with the same formula, charge and spin: 0.7519 eV
Gap between HOMO and LUMO (alpha / beta): 6.59 / 6.49 eV
M: 765.69 g mol⁻¹
E_HOMO (alpha / beta): -0.411 / -0.411 hartree
Spin multiplicity: 4
Expectation value of S²: 3.78

Element x y z (Å)
Cr (-0.01, 0.00, 0.04)
O (-1.98, -5.38, -3.94)
N (-2.37, -5.45, -2.80)
O (-3.13, -6.28, -2.36)
C (-1.89, -4.46, -1.85)
C (-1.88, -4.82, -0.53)
C (-1.49, -3.90, 0.48)
C (-1.51, -4.18, 1.86)
C (-1.20, -3.17, 2.73)
C (-0.86, -1.90, 2.25)
N (-0.79, -1.62, 0.95)
C (-1.09, -2.61, 0.08)
C (-1.07, -2.24, -1.30)
N (-0.68, -0.96, -1.55)
C (-0.84, -0.53, -2.81)
C (-1.30, -1.34, -3.84)
C (-1.61, -2.66, -3.61)
C (-1.51, -3.15, -2.29)
H (-2.20, -5.81, -0.25)
H (-1.78, -5.16, 2.21)
H (-1.20, -3.33, 3.80)
H (-0.67, -1.09, 2.94)
H (-0.58, 0.50, -3.00)
H (-1.41, -0.92, -4.83)
H (-1.92, -3.31, -4.41)
O (0.91, 0.62, 3.80)
C (1.23, 0.56, 2.63)
O (0.43, 0.83, 1.66)
C (2.61, 0.15, 2.19)
C (3.67, 0.48, 2.99)
C (4.97, 0.13, 2.62)
C (5.18, -0.60, 1.47)
C (4.11, -0.97, 0.67)
C (2.77, -0.57, 0.96)
O (1.80, -0.88, 0.19)
N (4.42, -1.75, -0.49)
O (5.43, -2.40, -0.47)
O (3.64, -1.71, -1.43)
N (6.09, 0.56, 3.43)
O (7.20, 0.36, 2.99)
O (5.83, 1.10, 4.49)
H (3.52, 1.02, 3.92)
H (6.19, -0.89, 1.18)
N (1.87, -0.13, -2.67)
C (1.91, 1.08, -2.08)
N (1.15, 1.46, -1.07)
C (1.43, 2.77, -0.71)
C (0.90, 3.49, 0.36)
C (1.32, 4.79, 0.57)
C (2.26, 5.40, -0.25)
C (2.80, 4.71, -1.32)
C (2.39, 3.41, -1.53)
S (2.96, 2.30, -2.75)
H (1.74, -0.93, -2.06)
H (2.60, -0.29, -3.35)
H (0.21, 3.02, 1.04)
H (0.93, 5.34, 1.42)
H (2.58, 6.41, -0.05)
H (3.54, 5.16, -1.96)
C (-3.27, -0.05, -0.08)
C (-4.60, 0.75, -0.10)
N (-4.36, 2.10, 0.35)
C (-3.75, 2.07, 1.66)
C (-2.35, 1.42, 1.55)
N (-2.14, 0.86, 0.20)
C (-2.20, 1.96, -0.78)
C (-3.50, 2.78, -0.58)
H (-3.11, -0.53, -1.04)
H (-3.30, -0.82, 0.70)
H (-5.34, 0.28, 0.56)
H (-5.03, 0.78, -1.10)
H (-4.40, 1.50, 2.33)
H (-3.68, 3.08, 2.05)
H (-2.24, 0.62, 2.28)
H (-1.56, 2.15, 1.74)
H (-2.17, 1.52, -1.78)
H (-1.32, 2.60, -0.64)
H (-4.03, 2.91, -1.53)
H (-3.28, 3.77, -0.18)

Löwdin population analysis, charges in e, atoms 1 to 5: number 1, Cr, carries 0.93; number 2, O, carries 0.10; number 3, N, carries -0.35; number 4, O, carries 0.12; number 5, C, carries -0.06

=====

4.
Computed, not measured: a 7-piece molecular cluster, C25H51IN7O8PSi overall at a distorted geometry, with the ωB97M-V functional and the def2-TZVPD basis.

Values from the calculation:
SMILES string: N=[PH2][Si@@H](I)OC(=O)c1ccccc1.CNC(C)=O.CNC(C)=O.CNC(C)=O.CNC(C)=O.CNC(C)=O.CNC(C)=O
Net charge: 0
Energy above the lowest of the compared OMol25 structures with the same formula, charge and spin: 4.3643 eV
Gap between HOMO and LUMO: 7.93 eV
M: 763.69 g mol⁻¹
E_HOMO: -0.295 hartree

Element x y z (Å)
N (0.84, -0.61, 2.55)
P (1.46, -0.97, 1.10)
Si (0.23, -0.01, -0.51)
I (-1.34, 1.52, 0.65)
O (1.20, 0.78, -1.73)
C (1.74, -0.15, -2.65)
O (1.71, 0.17, -3.88)
C (2.42, -1.52, -2.19)
C (1.72, -2.89, -2.12)
C (2.42, -4.18, -1.63)
C (3.91, -4.08, -1.18)
C (4.64, -2.70, -1.28)
C (3.93, -1.42, -1.78)
H (0.59, -1.50, 3.02)
H (1.43, -2.42, 1.01)
H (2.82, -0.53, 0.97)
H (-0.57, -1.12, -1.07)
H (0.61, -2.92, -2.43)
H (1.81, -5.14, -1.58)
H (4.42, -5.03, -0.80)
H (5.73, -2.63, -0.96)
H (4.51, -0.43, -1.84)
C (4.48, 3.29, -7.73)
C (4.99, 2.44, -6.59)
O (6.14, 2.50, -6.19)
N (4.11, 1.58, -6.00)
C (2.72, 1.36, -6.32)
H (5.29, 3.92, -8.09)
H (4.14, 2.65, -8.55)
H (3.67, 3.93, -7.38)
H (4.52, 1.04, -5.25)
H (2.12, 1.58, -5.43)
H (2.59, 0.31, -6.59)
H (2.37, 1.98, -7.15)
C (-6.18, 0.11, -2.14)
C (-5.23, -0.53, -1.16)
O (-4.17, -1.04, -1.52)
N (-5.57, -0.54, 0.15)
C (-6.77, 0.00, 0.77)
H (-5.77, 0.04, -3.15)
H (-7.14, -0.41, -2.12)
H (-6.32, 1.16, -1.89)
H (-4.89, -0.99, 0.74)
H (-6.46, 0.74, 1.51)
H (-7.28, -0.82, 1.28)
H (-7.44, 0.45, 0.05)
C (-1.64, 3.84, 3.67)
C (-3.06, 3.39, 3.83)
O (-3.74, 3.00, 2.88)
N (-3.61, 3.42, 5.08)
C (-2.99, 3.85, 6.32)
H (-1.35, 3.75, 2.62)
H (-1.53, 4.88, 3.97)
H (-0.97, 3.20, 4.27)
H (-4.57, 3.11, 5.11)
H (-3.01, 3.01, 7.01)
H (-3.57, 4.67, 6.73)
H (-1.95, 4.17, 6.17)
C (8.72, -6.31, -0.38)
C (8.09, -4.96, -0.60)
O (6.87, -4.80, -0.59)
N (8.91, -3.90, -0.82)
C (10.36, -3.88, -0.86)
H (7.94, -7.05, -0.22)
H (9.30, -6.60, -1.26)
H (9.36, -6.28, 0.51)
H (8.42, -3.03, -0.95)
H (10.72, -3.19, -0.09)
H (10.66, -3.51, -1.84)
H (10.79, -4.87, -0.70)
C (-3.01, 0.10, -6.62)
C (-1.63, 0.31, -6.08)
O (-0.70, 0.71, -6.77)
N (-1.41, 0.03, -4.76)
C (-2.37, -0.44, -3.78)
H (-3.02, 0.36, -7.68)
H (-3.31, -0.94, -6.52)
H (-3.72, 0.75, -6.10)
H (-0.46, 0.19, -4.47)
H (-2.42, 0.28, -2.97)
H (-2.00, -1.40, -3.38)
H (-3.36, -0.58, -4.20)
C (-6.63, 2.47, 8.70)
C (-5.25, 2.67, 9.26)
O (-4.32, 3.08, 8.57)
N (-5.04, 2.39, 10.57)
C (-6.00, 1.91, 11.55)
H (-6.63, 2.73, 7.64)
H (-6.92, 1.42, 8.79)
H (-7.34, 3.11, 9.22)
H (-4.09, 2.55, 10.87)
H (-6.05, 2.64, 12.36)
H (-5.64, 0.96, 11.94)
H (-6.99, 1.77, 11.12)

Löwdin population analysis, charges in e, atoms 1 to 5: number 1, N, carries -0.42; number 2, P, carries 0.52; number 3, Si, carries 0.04; number 4, I, carries 0.57; number 5, O, carries -0.22

=====

5.
Computed, not measured: a 16-piece molecular cluster, C46H94BBrCl30NO5P overall at a distorted geometry, with the ωB97M-V functional and the def2-TZVPD basis.

Values from the calculation:
Net charge: 0
Gap between HOMO and LUMO: 8.96 eV
M: 1926.54 g mol⁻¹
E_HOMO: -0.330 hartree

Element x y z (Å)
C (1.78, -3.65, 4.29)
C (1.80, -2.14, 3.97)
C (0.52, -1.61, 3.28)
C (-0.24, -0.53, 4.11)
C (-1.57, -1.12, 4.57)
P (-0.37, 1.13, 3.20)
Br (-0.50, 3.23, 1.95)
C (1.49, 1.29, 3.05)
C (2.25, 1.42, 4.37)
C (3.68, 1.87, 4.07)
C (4.50, 1.96, 5.37)
C (5.51, 0.84, 5.50)
O (6.24, 0.70, 4.27)
C (6.93, -0.45, 4.19)
C (7.29, -0.90, 2.81)
O (7.24, -1.09, 5.14)
C (-1.43, 1.93, 4.50)
C (-0.82, 2.00, 5.91)
C (-0.56, 3.43, 6.36)
N (0.55, 3.65, 7.25)
O (-1.23, 4.34, 6.05)
C (-1.28, 0.44, 1.75)
B (-0.53, 0.72, 0.38)
O (-1.29, 1.22, -0.67)
O (0.82, 0.50, 0.15)
H (2.00, -3.82, 5.34)
H (0.81, -4.10, 4.11)
H (2.52, -4.13, 3.66)
H (2.64, -1.96, 3.31)
H (2.02, -1.61, 4.90)
H (0.75, -1.26, 2.28)
H (-0.15, -2.46, 3.17)
H (0.36, -0.42, 5.01)
H (-1.36, -2.08, 5.04)
H (-2.08, -0.55, 5.34)
H (-2.27, -1.34, 3.77)
H (1.72, 2.18, 2.48)
H (1.90, 0.48, 2.47)
H (2.26, 0.50, 4.95)
H (1.81, 2.22, 4.95)
H (3.60, 2.88, 3.69)
H (4.16, 1.23, 3.33)
H (3.81, 1.96, 6.21)
H (5.04, 2.91, 5.44)
H (4.99, -0.07, 5.80)
H (6.22, 1.05, 6.29)
H (6.76, -0.31, 2.07)
H (8.36, -0.79, 2.70)
H (7.03, -1.94, 2.69)
H (-1.63, 2.95, 4.21)
H (-2.40, 1.47, 4.58)
H (0.10, 1.45, 6.05)
H (-1.53, 1.60, 6.63)
H (1.19, 2.86, 7.20)
H (0.17, 3.60, 8.20)
H (-2.18, 1.03, 1.69)
H (-1.61, -0.59, 1.89)
H (-1.24, 2.19, -0.69)
H (0.98, -0.45, 0.25)
Cl (2.40, -6.98, 3.53)
C (3.37, -7.83, 2.30)
C (4.42, -6.94, 1.70)
Cl (3.72, -5.64, 0.70)
H (2.69, -8.22, 1.54)
H (3.84, -8.68, 2.80)
H (5.07, -7.53, 1.05)
H (5.04, -6.48, 2.47)
Cl (2.37, 0.75, -3.72)
C (1.14, 1.74, -2.87)
C (0.29, 2.54, -3.82)
Cl (1.20, 3.84, -4.62)
H (1.66, 2.38, -2.16)
H (0.52, 1.05, -2.31)
H (-0.52, 3.02, -3.26)
H (-0.15, 1.91, -4.59)
Cl (-4.68, -1.25, 1.97)
C (-5.04, -2.85, 2.67)
C (-5.72, -2.75, 4.01)
Cl (-4.63, -2.09, 5.26)
H (-4.10, -3.40, 2.74)
H (-5.69, -3.37, 1.97)
H (-6.03, -3.74, 4.34)
H (-6.60, -2.11, 3.96)
Cl (6.17, -4.52, 3.74)
C (7.79, -4.60, 4.48)
C (8.80, -5.24, 3.57)
Cl (8.49, -6.98, 3.33)
H (7.71, -5.14, 5.42)
H (8.09, -3.57, 4.70)
H (9.80, -5.16, 4.00)
H (8.81, -4.77, 2.59)
Cl (-7.56, -4.41, -0.22)
C (-7.98, -6.04, 0.38)
C (-8.70, -5.98, 1.70)
Cl (-7.64, -5.40, 3.00)
H (-7.06, -6.61, 0.46)
H (-8.61, -6.51, -0.37)
H (-9.05, -6.97, 1.98)
H (-9.57, -5.32, 1.65)
Cl (-8.13, -0.63, -0.84)
C (-6.37, -0.81, -1.06)
C (-5.94, -0.48, -2.46)
Cl (-6.52, -1.69, -3.64)
H (-6.10, -1.82, -0.78)
H (-5.90, -0.12, -0.36)
H (-4.85, -0.48, -2.52)
H (-6.30, 0.50, -2.78)
Cl (-3.18, -4.38, -7.31)
C (-4.85, -3.81, -7.52)
C (-5.65, -3.89, -6.25)
Cl (-5.97, -5.58, -5.77)
H (-5.31, -4.39, -8.32)
H (-4.79, -2.77, -7.85)
H (-6.62, -3.42, -6.40)
H (-5.15, -3.40, -5.42)
Cl (-5.19, -2.65, -10.92)
C (-4.95, -4.23, -11.72)
C (-6.22, -5.03, -11.80)
Cl (-6.78, -5.59, -10.20)
H (-4.18, -4.77, -11.17)
H (-4.58, -4.03, -12.72)
H (-6.06, -5.93, -12.40)
H (-7.03, -4.46, -12.25)
Cl (-0.36, 10.02, 3.63)
C (-1.03, 8.54, 4.38)
C (-0.88, 7.33, 3.49)
Cl (-1.90, 7.43, 2.03)
H (-2.08, 8.73, 4.61)
H (-0.49, 8.38, 5.31)
H (-1.19, 6.44, 4.03)
H (0.15, 7.20, 3.17)
Cl (7.04, -2.19, -6.00)
C (5.30, -1.80, -6.12)
C (4.62, -1.88, -4.79)
Cl (4.52, -3.55, -4.18)
H (4.86, -2.48, -6.85)
H (5.23, -0.78, -6.52)
H (3.59, -1.51, -4.88)
H (5.13, -1.28, -4.04)
Cl (-2.99, 7.28, -3.35)
C (-2.91, 5.51, -3.54)
C (-2.99, 4.79, -2.22)
Cl (-1.53, 5.06, -1.23)
H (-2.00, 5.27, -4.08)
H (-3.76, 5.22, -4.17)
H (-3.07, 3.72, -2.39)
H (-3.85, 5.11, -1.64)
Cl (-8.16, -1.52, -6.59)
C (-9.37, -0.44, -5.85)
C (-9.14, 1.01, -6.22)
Cl (-7.65, 1.66, -5.48)
H (-9.34, -0.59, -4.77)
H (-10.35, -0.76, -6.21)
H (-9.97, 1.61, -5.85)
H (-9.07, 1.14, -7.29)
Cl (0.09, 8.23, -6.59)
C (1.23, 6.90, -6.93)
C (2.64, 7.40, -7.10)
Cl (2.85, 8.36, -8.58)
H (0.88, 6.38, -7.82)
H (1.17, 6.22, -6.09)
H (3.32, 6.55, -7.17)
H (2.95, 8.01, -6.25)
Cl (10.53, -5.90, -4.60)
C (8.80, -5.49, -4.74)
C (8.09, -5.54, -3.41)
Cl (7.96, -7.21, -2.79)
H (8.35, -6.16, -5.46)
H (8.75, -4.48, -5.14)
H (7.08, -5.16, -3.52)
H (8.61, -4.95, -2.66)
Cl (4.35, 13.45, 6.33)
C (3.98, 12.16, 5.16)
C (2.80, 11.32, 5.59)
Cl (3.17, 10.33, 7.03)
H (4.87, 11.55, 5.03)
H (3.75, 12.65, 4.21)
H (2.53, 10.63, 4.80)
H (1.94, 11.94, 5.83)

Löwdin population analysis, charges in e, atoms 1 to 5: number 1, C, carries -0.11; number 2, C, carries -0.22; number 3, C, carries -0.20; number 4, C, carries -0.43; number 5, C, carries -0.14

=====

6.
Computed, not measured: one molecule with the formula C21H22N2O6, with the ωB97M-V functional and the def2-TZVPD basis.

Values from the calculation:
SMILES string: CCOC(=O)CN1C[C@]23C=C[C@H](O2)[C@@H](C(=O)Nc2ccc(C(C)=O)cc2)[C@@H]3C1=O
Net charge: 0
Energy above the lowest of the compared OMol25 structures with the same formula, charge and spin: 1.4515 eV
Gap between HOMO and LUMO: 9.14 eV
M: 398.42 g mol⁻¹
E_HOMO: -0.327 hartree

Element x y z (Å)
C (7.56, 2.52, -0.55)
C (6.06, 2.38, -0.75)
H (5.85, 1.83, -1.68)
H (5.57, 3.36, -0.78)
O (5.45, 1.69, 0.34)
C (5.47, 0.36, 0.31)
O (5.96, -0.31, -0.56)
C (4.73, -0.22, 1.52)
N (3.45, -0.75, 1.09)
C (2.28, -0.12, 1.36)
O (2.15, 0.88, 2.01)
C (1.18, -0.95, 0.71)
H (0.70, -1.59, 1.45)
C (0.14, -0.20, -0.13)
C (-1.29, -0.53, 0.26)
O (-1.59, -1.52, 0.88)
N (-2.18, 0.39, -0.22)
C (-3.57, 0.41, -0.11)
C (-4.25, 1.48, -0.69)
C (-5.62, 1.55, -0.61)
C (-6.36, 0.56, 0.05)
C (-5.67, -0.50, 0.63)
C (-4.29, -0.58, 0.55)
H (-3.77, -1.41, 1.00)
H (-6.20, -1.29, 1.14)
C (-7.83, 0.71, 0.09)
O (-8.39, 1.63, -0.46)
C (-8.61, -0.34, 0.86)
H (-9.66, -0.09, 0.83)
H (-8.45, -1.32, 0.41)
H (-8.27, -0.37, 1.89)
H (-6.16, 2.37, -1.06)
H (-3.70, 2.25, -1.20)
H (-1.79, 1.18, -0.71)
H (0.33, 0.88, -0.10)
C (0.51, -0.76, -1.55)
C (0.13, -2.23, -1.56)
C (1.06, -2.84, -0.84)
H (1.15, -3.87, -0.55)
C (1.97, -1.73, -0.38)
C (3.37, -1.88, 0.18)
H (4.13, -1.81, -0.60)
H (3.48, -2.82, 0.73)
O (1.91, -0.82, -1.47)
H (-0.76, -2.63, -2.02)
H (0.18, -0.16, -2.39)
H (5.33, -1.02, 1.96)
H (4.53, 0.57, 2.24)
H (7.99, 3.10, -1.36)
H (8.03, 1.54, -0.54)
H (7.77, 3.02, 0.39)

natural (NBO) population analysis, charges in e, atoms 1 to 5: number 1, C, carries -0.63; number 2, C, carries -0.08; number 3, H, carries 0.20; number 4, H, carries 0.19; number 5, O, carries -0.49